No. 1
DFT (ωB97M-V/def2-TZVPD) results for C58H49AsF5FeIN2O2PS2Te as an isolated structure at a distorted geometry.

Output
* 2S+1: 2
* charge: +2
* total energy: -8201.371220 hartree

```
123
Properties=species:S:1:pos:R:3:forces:R:3:lowdin_spin:R:1
Fe 0.20132 -0.77730 0.14476 0.221 -0.669 -0.988 0.000
I -1.18883 0.57152 -1.47737 -1.880 -0.576 -0.693 0.000
C -0.42728 1.37202 -3.20258 0.309 -0.105 0.196 0.000
C -0.73732 0.80772 -4.40321 0.089 0.164 -0.110 0.000
C -0.34909 1.46797 -5.58740 -0.020 -0.086 0.006 0.000
C 0.28858 2.66725 -5.50419 0.006 0.015 -0.033 0.000
C 0.60808 3.25370 -4.25472 0.050 0.018 0.167 0.000
C 1.23961 4.51466 -4.21335 0.001 0.007 -0.085 0.000
C 1.55250 5.08914 -3.02208 0.050 0.085 0.055 0.000
C 1.30253 4.39992 -1.82541 -0.123 -0.076 0.052 0.000
C 0.68930 3.16770 -1.80059 -0.048 -0.547 -0.003 0.000
P 0.67635 2.58854 0.00430 1.042 0.119 0.528 0.000
C 2.44947 2.82079 0.33936 0.081 0.449 -0.046 0.000
C 3.33788 2.40617 -0.65887 -0.108 -0.080 0.033 0.001
C 4.70040 2.59733 -0.51619 0.013 0.020 0.077 0.002
C 5.19854 3.23326 0.61378 0.005 -0.015 -0.013 0.001
C 4.32901 3.65536 1.60497 -0.023 -0.078 0.072 0.001
C 2.96386 3.43796 1.48193 -0.206 0.091 -0.058 0.000
C -0.40410 3.79437 0.78006 0.219 0.042 0.142 0.000
C -1.76284 3.52974 0.92791 -0.044 -0.155 0.039 0.000
C -2.60031 4.48721 1.47513 -0.012 0.004 0.024 0.000
C -2.09003 5.71003 1.88317 -0.026 -0.003 -0.002 0.000
C -0.73765 5.98193 1.73546 0.016 -0.015 -0.039 0.000
C 0.10445 5.03364 1.18006 -0.092 -0.018 0.057 0.000
C 0.28653 2.58146 -3.03785 0.079 0.021 -0.273 0.000
H -1.29795 -0.11461 -4.45761 -0.017 -0.010 0.047 0.000
H -0.59104 1.03275 -6.54697 0.004 0.000 -0.003 0.000
H 0.55760 3.20622 -6.40370 0.003 0.013 0.003 0.000
H 1.46294 5.01822 -5.14547 -0.005 -0.005 -0.002 0.000
H 2.02408 6.06103 -2.98056 -0.002 0.001 0.012 0.000
H 1.63036 4.86600 -0.91001 0.046 0.042 0.002 0.000
H 2.97244 1.92050 -1.55378 -0.047 0.068 -0.005 0.000
H 5.36996 2.26362 -1.29809 -0.063 0.080 0.056 0.000
H 6.26221 3.40484 0.71564 0.000 0.015 -0.003 0.000
H 4.70815 4.15707 2.48542 -0.008 -0.011 0.003 0.000
H 2.31114 3.76519 2.27745 0.056 0.008 -0.072 0.000
H -2.17977 2.57481 0.63639 0.033 -0.011 -0.006 0.000
H -3.65317 4.26978 1.59207 0.002 0.004 -0.002 0.000
H -2.74519 6.45092 2.32118 -0.003 0.000 -0.008 0.000
H -0.33366 6.93314 2.05439 -0.003 -0.004 0.003 0.000
H 1.15370 5.26535 1.07858 0.041 -0.002 0.020 0.000
S -1.71684 -1.08058 1.44016 -0.301 -0.074 0.086 0.000
C -1.38459 -2.70331 1.80780 -0.030 -0.460 -0.030 0.000
N -1.54380 -3.24102 2.99377 0.386 0.208 -0.221 0.000
C -1.32620 -4.68090 3.17380 -0.099 0.002 -0.014 0.000
C -1.87168 -5.41127 1.97914 0.090 -0.004 0.033 0.000
N -1.23165 -4.90119 0.77047 -0.369 0.054 -0.225 0.000
C -1.17755 -5.84097 -0.36268 0.169 0.003 0.103 0.000
C -0.30272 -7.02423 -0.03886 -0.015 -0.012 -0.056 0.000
C -0.79347 -8.31648 -0.16942 0.016 -0.007 0.008 0.000
C 0.02004 -9.40555 0.11666 -0.010 0.000 -0.007 0.000
C 1.32187 -9.20268 0.54615 0.018 0.003 -0.001 0.000
C 1.81332 -7.90990 0.68441 0.004 -0.009 0.001 0.000
C 1.00685 -6.82332 0.38763 -0.016 0.008 0.028 0.000
C -0.97237 -3.61140 0.64244 -0.089 0.150 0.553 0.000
S -0.25665 -2.91111 -0.68173 0.281 0.198 -0.034 0.000
C -1.70860 -2.45174 4.24397 -0.148 -0.004 -0.151 0.000
C -2.88035 -2.92088 5.05904 -0.033 0.004 0.016 0.000
C -2.70071 -3.76523 6.14875 0.009 0.039 0.038 0.000
C -3.79471 -4.19825 6.88485 -0.006 -0.002 0.001 0.000
C -5.07124 -3.78601 6.53294 -0.004 -0.002 0.008 0.000
C -5.25554 -2.93497 5.45073 -0.005 -0.008 -0.007 0.000
C -4.16316 -2.50186 4.71686 0.006 -0.033 -0.026 0.000
H -1.86266 -4.99089 4.06772 0.015 0.040 0.014 0.000
H -0.25779 -4.86132 3.31865 -0.002 -0.051 -0.054 0.000
H -2.95673 -5.29469 1.89918 -0.008 0.001 0.057 0.000
H -1.64082 -6.47225 2.06132 0.017 -0.003 -0.040 0.000
H -0.81393 -5.29470 -1.23041 0.005 -0.037 0.015 0.000
H -2.20232 -6.16376 -0.56321 0.003 0.007 -0.017 0.000
H -1.81353 -8.47682 -0.49910 0.001 0.001 -0.006 0.000
H -0.36615 -10.40991 0.00723 -0.001 0.000 0.005 0.000
H 1.95478 -10.04994 0.77335 0.000 0.001 0.007 0.000
H 2.82975 -7.75297 1.02238 -0.004 -0.001 -0.001 0.000
H 1.39649 -5.81434 0.47975 -0.003 0.001 -0.012 0.000
H -1.85219 -1.41915 3.94484 0.044 0.079 0.025 0.000
H -0.76808 -2.54325 4.79326 -0.017 -0.053 0.007 0.000
H -1.70090 -4.06972 6.43931 0.000 -0.001 -0.003 0.000
H -3.64909 -4.84870 7.73661 0.001 0.002 0.002 0.000
H -5.92390 -4.11798 7.10976 0.000 -0.001 -0.001 0.000
H -6.25019 -2.60191 5.18673 0.000 0.001 0.000 0.000
H -4.30441 -1.82598 3.88037 -0.002 0.002 -0.001 0.000
O 1.81765 -0.49562 -0.95371 0.024 0.033 0.241 -0.003
As 3.33282 -1.21365 -0.83898 -0.062 -0.059 0.004 0.024
C 3.21786 -3.05888 -1.35469 0.052 -0.064 -0.041 0.007
C 2.56700 -3.34580 -2.55199 0.029 0.042 -0.003 0.001
C 2.53718 -4.64659 -3.02732 -0.013 -0.024 0.015 0.000
C 3.16331 -5.66068 -2.31359 -0.012 -0.005 0.008 0.000
C 3.80221 -5.37654 -1.11604 0.001 0.001 -0.006 0.000
C 3.82731 -4.07612 -0.63077 -0.035 -0.002 0.070 0.000
C 4.38597 -1.12347 0.76721 -0.100 0.051 0.030 0.223
C 3.86583 -0.61647 2.07502 0.160 -0.038 -0.072 0.076
C 4.93044 -0.26473 3.05118 -0.079 -0.017 0.041 0.231
C 6.18394 -0.75426 2.92560 0.091 0.028 0.041 0.011
C 6.55254 -1.50208 1.78661 0.034 -0.053 -0.082 0.317
C 5.65526 -1.62547 0.70470 0.026 0.069 0.038 0.023
C 4.29324 -0.33027 -2.24985 0.018 -0.033 -0.088 0.007
C 5.65334 -0.05164 -2.21663 0.067 -0.114 -0.046 -0.001
C 6.26258 0.55115 -3.30961 -0.012 -0.021 -0.015 0.000
C 5.51397 0.88675 -4.42776 0.007 0.009 0.006 0.000
C 4.15074 0.62224 -4.45589 0.017 0.011 -0.016 0.001
C 3.53989 0.01187 -3.37236 -0.027 0.004 0.010 0.001
H 2.08337 -2.55677 -3.11603 0.010 0.010 -0.002 0.000
H 2.03422 -4.87022 -3.95878 0.004 0.009 -0.007 0.000
H 3.15248 -6.67406 -2.69273 -0.008 -0.004 0.007 0.000
H 4.28739 -6.16736 -0.55852 -0.007 0.009 -0.010 0.000
H 4.31708 -3.86760 0.31192 0.010 0.015 -0.018 0.000
H 3.20969 -1.36656 2.51907 -0.192 -0.111 0.047 0.032
H 4.61982 0.32274 3.90584 -0.020 -0.022 0.000 0.011
H 6.92163 -0.55972 3.69240 -0.001 0.011 0.003 -0.005
H 7.54795 -1.91439 1.70377 -0.007 -0.005 -0.011 0.017
H 6.01401 -2.10443 -0.19904 -0.016 -0.030 -0.007 -0.003
H 6.24919 -0.27581 -1.34211 -0.024 0.010 -0.029 -0.001
H 7.32323 0.76288 -3.28251 0.002 0.004 0.001 0.000
H 5.99221 1.35690 -5.27668 0.000 -0.001 0.000 0.000
H 3.56365 0.88863 -5.32494 -0.013 0.001 -0.005 0.000
H 2.47248 -0.17550 -3.38639 -0.002 0.010 0.007 0.000
F 3.03668 0.50551 1.87188 -0.162 0.292 -0.122 0.021
Te 0.39876 0.64985 2.79494 0.841 -0.206 1.651 0.001
F 1.22283 -1.50134 1.57538 0.050 -0.017 0.205 0.004
F 1.64301 0.27777 4.29498 -0.748 0.060 -0.292 0.001
F 0.95091 2.39281 3.17305 0.086 -0.050 -0.359 0.000
F -1.30563 1.41506 3.20735 0.174 -0.164 0.214 0.000
O 0.39019 1.16548 0.77450 0.297 1.517 -0.659 0.000
```
Positions in Å, forces in eV/Å.

---

No. 2
DFT (ωB97M-V/def2-TZVPD) results for one molecule with the formula C5H9P at a distorted geometry.

Output
* charge: 0
* total energy: -537.058501 hartree

```
15
Properties=species:S:1:pos:R:3:forces:R:3:nbo_charge:R:1
C 0.56604 -1.34844 -0.14790 -3.200 2.375 1.268 -0.063
C 0.77170 -0.08764 0.05588 0.837 0.151 0.669 -0.136
C -2.34642 -1.04555 0.18560 -0.072 0.445 0.179 -0.713
C -0.21104 0.97272 0.37458 -2.297 -1.030 1.905 -0.674
C 2.20157 0.41294 -0.08313 1.085 -2.115 1.399 -0.617
P -2.03722 0.64253 -0.17639 0.914 0.425 1.782 0.588
H 1.08969 -2.02417 -0.64572 2.203 -3.294 -1.567 0.154
H -3.23572 -1.45078 -0.27198 0.087 -0.348 -0.642 0.201
H -2.40050 -1.25531 1.23301 0.456 -0.288 0.659 0.193
H -0.17374 1.28254 1.48019 -0.184 -0.532 -1.484 0.242
H 0.00747 1.83147 -0.16772 0.662 1.787 -0.963 0.224
H 2.14477 1.01853 -0.94347 0.790 0.805 -1.178 0.213
H 2.91617 -0.49993 -0.14902 -1.100 1.726 -0.395 0.217
H 2.58713 0.99056 0.78089 -0.559 -0.102 -0.393 0.217
H -1.87993 0.56053 -1.52483 0.378 -0.004 -1.239 -0.046
```
Positions in Å, forces in eV/Å.

---

Copy entry 2 word for word.
DFT (ωB97M-V/def2-TZVPD) results for one molecule with the formula C5H9P at a distorted geometry.

Output
* charge: 0
* total energy: -537.058501 hartree

```
15
Properties=species:S:1:pos:R:3:forces:R:3:nbo_charge:R:1
C 0.56604 -1.34844 -0.14790 -3.200 2.375 1.268 -0.063
C 0.77170 -0.08764 0.05588 0.837 0.151 0.669 -0.136
C -2.34642 -1.04555 0.18560 -0.072 0.445 0.179 -0.713
C -0.21104 0.97272 0.37458 -2.297 -1.030 1.905 -0.674
C 2.20157 0.41294 -0.08313 1.085 -2.115 1.399 -0.617
P -2.03722 0.64253 -0.17639 0.914 0.425 1.782 0.588
H 1.08969 -2.02417 -0.64572 2.203 -3.294 -1.567 0.154
H -3.23572 -1.45078 -0.27198 0.087 -0.348 -0.642 0.201
H -2.40050 -1.25531 1.23301 0.456 -0.288 0.659 0.193
H -0.17374 1.28254 1.48019 -0.184 -0.532 -1.484 0.242
H 0.00747 1.83147 -0.16772 0.662 1.787 -0.963 0.224
H 2.14477 1.01853 -0.94347 0.790 0.805 -1.178 0.213
H 2.91617 -0.49993 -0.14902 -1.100 1.726 -0.395 0.217
H 2.58713 0.99056 0.78089 -0.559 -0.102 -0.393 0.217
H -1.87993 0.56053 -1.52483 0.378 -0.004 -1.239 -0.046
```
Positions in Å, forces in eV/Å.

---

Which of these has the highest total energy? C5H9P